(1)
{"formula": "C2H4N5O5", "method": "ωB97M-V/def2-TZVPD", "symbols": ["C", "C", "N", "N", "N", "N", "N", "O", "O", "O", "O", "O", "H", "H", "H", "H"], "coordinates": [[1.7878, 0.6312, 1.0373], [-4.0747, 0.7264, -1.3417], [0.7625, 0.0461, 0.5045], [2.8877, 0.7725, 0.3461], [-2.4453, -0.9001, 0.7834], [3.3283, 0.0459, -0.9936], [-1.3029, -0.6945, 0.3979], [-3.1543, -1.7550, 0.0683], [-4.5860, 1.5839, -1.8852], [2.5552, -0.7357, -1.3659], [4.3603, 0.4716, -1.3753], [-0.5270, 0.0625, 1.1818], [1.8187, 1.1751, 1.9811], [-4.1573, -1.4373, 0.1988], [3.7321, 1.1709, 0.9175], [-0.9852, -1.1634, -0.4550]], "nbo_charge": [0.245, 0.440, -0.272, -0.530, 0.245, 0.699, 0.087, -0.449, -0.437, -0.264, -0.272, -0.146, 0.230, 0.549, 0.439, 0.437], "homo_energy_ev": [-13.840, -13.841], "e_above_lowest_kcal_mol": 0.0, "lumo_ev": [-5.03, -5.03], "multiplicity": 1, "charge": 1}

=====

(2)
{"formula": "C2H4N6", "method": "ωB97M-V/def2-TZVPD", "symbols": ["C", "C", "H", "H", "H", "H", "N", "N", "N", "N", "N", "N"], "coordinates": [[0.1313, 0.3097, 0.5710], [0.1978, -0.6253, -0.4691], [-0.2993, 2.2418, 0.9191], [-1.2587, 1.6861, -0.3361], [0.0029, -0.9455, -2.2703], [-0.2662, 0.9041, -1.9950], [0.2694, 1.7402, 0.2013], [-0.2481, 0.0009, 1.8344], [0.0196, -1.2414, 2.1190], [0.6279, -2.0120, 1.1564], [0.7003, -1.9441, -0.0503], [0.1231, -0.1144, -1.6805]], "nbo_charge": [0.160, 0.285, 0.376, 0.201, 0.405, 0.464, -0.660, -0.180, -0.081, -0.042, -0.159, -0.769], "homo_energy_ev": -9.046, "e_above_lowest_kcal_mol": 140.6, "lumo_ev": -1.09, "multiplicity": 1}

=====

(3)
{"formula": "C2H4N6", "method": "ωB97M-V/def2-TZVPD", "symbols": ["H", "N", "C", "N", "N", "N", "N", "N", "C", "H", "H", "H"], "coordinates": [[2.2373, -1.3275, -0.2557], [1.2879, -0.9935, 0.2103], [0.7594, -0.1394, -0.5075], [1.0202, 0.8731, -1.3394], [0.1347, 2.0066, -1.2217], [-0.8908, 1.4367, -0.8518], [-0.7005, 0.1624, -0.5118], [-1.6342, -0.2392, 0.4457], [-1.3992, -0.9099, 1.6459], [2.0049, 1.4396, -1.6783], [-0.5104, -1.4819, 1.7177], [-2.3093, -0.8269, 2.3468]], "nbo_charge": [0.370, -0.735, 0.524, -0.513, -0.018, 0.015, -0.134, -0.239, -0.124, 0.423, 0.212, 0.217], "homo_energy_ev": -9.381, "smiles": "[H]/N=c1\\[nH]nnn1N=C", "e_above_lowest_kcal_mol": 110.3, "lumo_ev": 0.59, "multiplicity": 1}

=====

(4)
{"formula": "C2H4NO", "method": "ωB97M-V/def2-TZVPD", "symbols": ["C", "C", "N", "O", "H", "H", "H", "H"], "coordinates": [[-0.8086, 0.9509, 0.2734], [1.8986, -0.3288, -0.3734], [-1.6710, -0.2024, -0.0384], [2.9418, 0.1578, -0.1150], [-1.2030, -1.0694, 0.2433], [-1.8684, 0.0600, -1.0540], [-2.6678, -0.4061, 0.5195], [3.3784, 0.8380, 0.5446]], "nbo_charge": [0.105, 0.491, -0.944, -0.656, 0.472, 0.480, 0.465, 0.587], "homo_energy_ev": [-11.406, -13.131], "e_above_lowest_kcal_mol": 191.1, "lumo_ev": [-5.76, -5.23], "multiplicity": 1, "charge": 1}

=====

(5)
{"formula": "C2H4NO", "method": "ωB97M-V/def2-TZVPD", "symbols": ["C", "C", "N", "O", "H", "H", "H", "H"], "coordinates": [[0.5476, 0.7678, -0.0237], [0.1752, -0.6617, -0.0175], [-1.1823, -0.3848, -0.1006], [-2.0819, 0.3042, 0.0742], [0.5177, 1.3385, 0.9877], [0.9829, 1.0441, -1.0505], [0.6412, -1.2703, -0.8027], [0.3997, -1.1378, 0.9331]], "nbo_charge": [-0.172, -0.395, 0.386, 0.035, 0.262, 0.255, 0.307, 0.322], "homo_energy_ev": [-16.029, -15.367], "e_above_lowest_kcal_mol": 120.4, "lumo_ev": [-7.66, -7.14], "multiplicity": 1, "charge": 1}

=====

(6)
{"formula": "C2H4NO2", "method": "ωB97M-V/def2-TZVPD", "symbols": ["O", "N", "C", "C", "O", "H", "H", "H", "H"], "coordinates": [[-2.3593, -0.6317, -0.0766], [-1.1400, -0.3942, 0.4622], [-0.2237, 0.8003, 0.0898], [-0.0784, -0.5857, -0.4403], [0.9076, -1.4154, 0.1424], [0.3670, 1.1008, 0.9384], [-0.4468, 1.5807, -0.7965], [-0.3210, -1.0102, -1.4833], [0.4638, -1.5648, 1.0070]], "nbo_charge": [-0.808, -0.167, -0.395, 0.159, -0.773, 0.188, 0.162, 0.171, 0.464], "homo_energy_ev": -1.912, "smiles": "[O-]N1C[C@H]1O", "e_above_lowest_kcal_mol": 119.0, "lumo_ev": 4.53, "multiplicity": 1, "charge": -1}

=====

(7)
{"formula": "C2H4NO2", "method": "ωB97M-V/def2-TZVPD", "symbols": ["C", "C", "N", "O", "O", "H", "H", "H", "H"], "coordinates": [[-0.7075, 0.3600, 0.3154], [0.3051, 0.0562, -0.4817], [3.9924, -0.2464, 0.4199], [3.4928, 0.8912, 0.5039], [4.1081, -0.7435, -0.7472], [-1.3490, -0.3592, 0.9024], [-0.9452, 1.3895, 0.3724], [0.9992, 0.8016, -0.8700], [0.4919, -1.0453, -0.4262]], "nbo_charge": [-0.425, -0.367, 0.212, -0.586, -0.615, 0.180, 0.170, 0.237, 0.194], "homo_energy_ev": -2.850, "e_above_lowest_kcal_mol": 97.4, "lumo_ev": 4.03, "multiplicity": 1, "charge": -1}

=====

(8)
{"formula": "C2H4NO2P", "method": "ωB97M-V/def2-TZVPD", "symbols": ["C", "C", "N", "O", "O", "P", "H", "H", "H", "H"], "coordinates": [[0.0112, -0.5077, 0.5723], [-0.0831, 0.9019, -0.1452], [-0.8047, -0.7096, 1.8432], [-0.1386, 1.9332, 0.6420], [-0.0174, -0.5263, 3.1455], [-1.1859, 0.5310, 2.9202], [-0.1666, -1.1753, -0.2102], [1.0447, -0.5294, 0.8471], [0.8070, 0.9753, -0.7785], [-0.9330, 0.9491, -0.7487]], "nbo_charge": [-0.254, -0.085, -0.434, -0.522, -0.645, 1.193, 0.215, 0.217, 0.182, 0.133], "homo_energy_ev": [-9.544, -8.157], "e_above_lowest_kcal_mol": 150.0, "lumo_ev": [-0.98, -1.72], "multiplicity": 1}

=====

(9)
{"formula": "C2H4NO2P", "method": "ωB97M-V/def2-TZVPD", "symbols": ["C", "C", "N", "H", "H", "H", "O", "P", "O", "H"], "coordinates": [[0.8480, -1.0556, 0.4077], [1.3739, -0.0127, -0.0589], [-0.2257, -0.2493, -0.1026], [0.9684, -2.0410, 0.8455], [1.9931, 0.7611, -0.3775], [-0.3535, -0.3286, -1.1089], [-3.1602, -1.0421, -0.5825], [-2.6264, -0.2353, 0.5162], [-2.6578, 1.2727, -0.1088], [-2.8295, 2.0582, 0.3815]], "nbo_charge": [-0.034, -0.057, -0.673, 0.230, 0.242, 0.356, -1.058, 1.530, -1.038, 0.503], "homo_energy_ev": -8.988, "smiles": "C1=CN1.O=PO", "e_above_lowest_kcal_mol": 87.2, "lumo_ev": 0.78, "multiplicity": 1}

=====

(10)
{"formula": "C2H4NO2P", "method": "ωB97M-V/def2-TZVPD", "symbols": ["C", "C", "N", "O", "O", "P", "H", "H", "H", "H"], "coordinates": [[0.6394, 0.6703, 0.3225], [-0.7579, -0.0545, 0.6849], [0.7662, -1.0899, -1.2039], [1.4034, -0.1455, -0.5487], [-0.4327, -0.4778, -1.9863], [-0.8719, -1.4631, -0.7418], [0.5175, 1.6416, -0.0987], [1.1718, 0.8031, 1.1459], [-0.7354, -0.5014, 1.7288], [-1.7003, 0.6171, 0.6973]], "lowdin_spin": [0.024, 0.188, 0.209, 0.115, 0.467, 0.965, 0.001, 0.007, 0.014, 0.010], "homo_energy_ev": [-5.766, -9.949], "e_above_lowest_kcal_mol": 105.4, "lumo_ev": [0.92, -3.24], "s2": 2.008, "multiplicity": 3}

=====

(11)
{"formula": "C2H4NO2S", "method": "ωB97M-V/def2-TZVPD", "symbols": ["C", "C", "N", "O", "O", "S", "H", "H", "H", "H"], "coordinates": [[0.2573, 0.1117, -0.5561], [-0.2437, -1.2894, 1.9674], [0.9534, -0.6808, -1.1316], [0.4631, 2.5525, -1.3996], [-1.8357, 2.3200, -0.5324], [-0.7540, 1.7285, -1.3559], [-0.0927, -2.2775, 1.5481], [0.7096, -0.8837, 2.4427], [-0.5599, -0.6594, 1.0658], [1.1025, -0.9221, -2.0484]], "nbo_charge": [0.058, -0.588, -0.758, -1.002, -0.989, 1.446, 0.134, 0.150, 0.198, 0.351], "homo_energy_ev": [-4.531, -1.917], "e_above_lowest_kcal_mol": 123.4, "lumo_ev": [3.74, 3.31], "multiplicity": 1, "charge": -1}

=====

(12)
{"formula": "C2H4NO2S", "method": "ωB97M-V/def2-TZVPD", "symbols": ["C", "N", "S", "C", "O", "O", "H", "H", "H", "H"], "coordinates": [[-2.2024, 0.9319, -0.7502], [-1.2220, 0.6733, -0.1842], [0.8438, 0.4767, -0.1088], [0.9071, -1.1992, 0.6432], [1.1097, 0.5709, -1.4712], [0.9969, 1.5009, 0.8355], [-3.0790, 1.3720, -1.0979], [1.6827, -1.4322, 1.4777], [-0.1070, -1.1412, 0.9266], [1.0701, -1.7530, -0.2706]], "nbo_charge": [0.391, -0.477, 2.252, -0.779, -0.759, -0.771, 0.278, 0.332, 0.260, 0.272], "homo_energy_ev": -17.687, "smiles": "C#[N+]S(C)(=O)=O", "e_above_lowest_kcal_mol": 14.2, "lumo_ev": -5.79, "multiplicity": 1, "charge": 1}

=====

Number 1: M 178.08 g mol⁻¹. Number 2: M 112.10 g mol⁻¹. Number 3: M 112.10 g mol⁻¹. Number 4: M 58.06 g mol⁻¹. Number 5: M 58.06 g mol⁻¹. Number 6: M 74.06 g mol⁻¹. Number 7: M 74.06 g mol⁻¹. Number 8: M 105.03 g mol⁻¹. Number 9: M 105.03 g mol⁻¹. Number 10: M 105.03 g mol⁻¹. Number 11: M 106.13 g mol⁻¹. Number 12: M 106.13 g mol⁻¹.